# 1
C3HCl3F2 | ωB97M-V/def2-TZVPD

Properties
Orbital gap = 8.614 eV
ΔE to the lowest compared entry with this formula, charge and spin = 83.1 kcal/mol

```
9
Properties=species:S:1:pos:R:3:forces:R:3
C 1.1224 0.2971 -0.1569 3.3 0.1 -3.3
C 1.1302 -0.9618 -0.5138 -0.8 -2.1 -0.2
C -1.9582 1.2276 0.9318 0.9 -0.1 0.9
F 1.9385 1.1950 -0.8150 -1.2 -0.6 0.0
F 1.4928 -1.4878 -1.6890 0.2 0.8 0.6
Cl 0.5683 -2.2126 0.5706 0.1 0.5 -0.5
Cl -2.1472 -0.4328 1.2301 -0.2 -0.2 0.1
Cl -2.9650 1.7212 -0.2788 -0.8 0.4 -1.0
H 0.8182 0.6541 0.7210 -1.4 1.2 3.4
```
Positions in Å, forces in eV/Å.

=====

# 2
C3HCl3N2 | ωB97M-V/def2-TZVPD

Properties
Orbital gap = 8.535 eV
ΔE to the lowest compared entry with this formula, charge and spin = 61.2 kcal/mol

```
9
Properties=species:S:1:pos:R:3:forces:R:3
C 0.0143 -1.6972 -1.5974 0.6 -0.1 0.3
C 0.4716 -1.9628 -0.2144 -2.6 1.1 -3.0
C 2.3504 0.6369 0.9972 0.6 -0.5 0.6
N -0.3405 -1.2904 -2.6059 -0.1 -0.1 -0.5
N -0.3990 -1.5833 0.5662 -0.7 0.5 3.8
Cl 1.9703 -2.5730 -0.1108 2.9 -1.2 0.8
Cl 1.9652 1.7914 -0.1639 0.5 0.1 0.0
Cl 4.0720 0.5701 1.4067 -1.1 0.4 -0.6
H -0.1473 -1.6014 1.5911 -0.1 -0.2 -1.3
```
Positions in Å, forces in eV/Å.

=====

# 3
C3HCl5N | ωB97M-V/def2-TZVPD

Properties
Expectation value of S² = 2.024
Orbital gap (alpha / beta) = 6.282 / 6.301 eV
Total charge = +1
Spin multiplicity = 3

```
10
Properties=species:S:1:pos:R:3:forces:R:3
C -2.1357 -0.4958 -0.4845 -2.5 -1.2 0.2
C 1.6524 0.1651 0.8611 1.8 -1.4 0.9
C 0.1360 0.5362 -0.3833 -5.1 0.8 -1.3
N -1.0802 0.1940 -0.4485 5.6 1.5 0.8
Cl 2.3917 -1.1642 0.0183 -0.2 0.3 0.2
Cl 0.9426 -0.2641 2.3727 -0.2 0.3 -0.8
Cl -2.1986 -2.0512 -1.1181 0.2 -0.3 0.4
Cl 2.5635 1.6130 0.8748 -0.2 -0.2 0.4
Cl 0.7990 1.5181 -1.5454 0.5 0.3 -0.3
H -3.0704 -0.0511 -0.1471 0.1 0.0 -0.4
```
Positions in Å, forces in eV/Å.